Entry 1:
This record from OMol25 describes a structure of composition C30H48Cl3F9N2O11P3S2Si2 at a distorted geometry. The level of theory is ωB97M-V/def2-TZVPD.

```
110
C30H48Cl3F9N2O11P3S2Si2 (ωB97M-V/def2-TZVPD)
C -7.36 2.61 -3.70
C -7.11 1.25 -2.92
Cl -8.60 1.05 -1.85
C -5.82 1.31 -1.96
Cl -6.25 0.56 -0.34
C -4.52 0.67 -2.57
P -4.47 0.89 -4.48
O -2.84 0.74 -4.93
Cl -5.44 -0.70 -5.44
C -4.22 -0.90 -2.36
P -5.62 -2.15 -2.27
P -5.18 -3.87 -3.56
O -6.39 -4.34 -4.29
O -3.87 -3.59 -4.58
O -4.76 -5.10 -2.49
C -3.01 -1.01 -1.31
C -2.35 -2.41 -1.55
C -1.35 -2.89 -0.43
C -1.97 -4.00 0.54
C -2.19 -3.50 2.02
S -1.50 -4.62 3.30
O -0.46 -5.50 2.82
O -2.64 -5.30 3.92
O -0.91 -3.61 4.48
C -3.44 -1.10 0.22
O -4.35 -1.84 0.61
O -2.83 -0.34 1.09
N -2.26 0.23 -1.71
C -0.89 0.49 -1.15
C 0.17 -0.05 -2.20
C 1.55 -0.42 -1.60
C 2.47 0.50 -0.93
C 3.75 0.00 -0.46
C 4.18 -1.42 -0.63
C 3.25 -2.35 -1.27
C 1.97 -1.83 -1.73
C -3.28 1.29 -1.77
S -2.73 3.00 -2.26
O -1.66 2.80 -3.23
O -3.84 3.64 -2.99
C -2.36 4.08 -0.82
F -3.35 5.03 -0.74
F -2.54 3.31 0.33
C -0.97 4.80 -0.68
F -0.18 4.03 0.15
F -1.19 5.96 0.04
C -0.09 5.18 -1.92
F 0.71 4.11 -2.24
F 0.83 6.11 -1.44
C -0.77 5.87 -3.17
F -2.10 6.04 -3.11
F -0.36 5.19 -4.29
F -0.24 7.13 -3.35
H -8.06 3.24 -3.09
H -7.92 2.32 -4.64
H -6.42 3.12 -4.00
H -7.14 0.37 -3.61
H -5.66 2.40 -1.72
H -2.70 1.52 -5.51
H -3.69 -1.22 -3.32
H -6.82 -1.62 -2.84
H -3.10 -3.52 -3.98
H -4.02 -5.61 -2.87
H -3.11 -3.24 -1.68
H -1.76 -2.42 -2.53
H -0.47 -3.36 -0.94
H -0.96 -2.08 0.23
H -2.93 -4.38 0.08
H -1.26 -4.87 0.54
H -3.30 -3.48 2.19
H -1.83 -2.44 2.18
H -1.67 -3.10 4.83
H -2.09 0.04 -2.72
H -0.70 0.01 -0.16
H -0.65 1.58 -1.01
H 0.35 0.80 -2.93
H -0.18 -0.92 -2.82
H 2.14 1.56 -0.82
H 4.45 0.72 0.02
H 5.17 -1.79 -0.29
H 3.51 -3.42 -1.45
H 1.27 -2.55 -2.23
H -3.72 1.38 -0.73
C 8.90 2.17 2.95
Si 7.97 1.10 4.21
C 7.56 2.22 5.67
C 9.16 -0.23 4.80
N 6.58 0.47 3.44
Si 5.47 -0.54 4.25
C 4.64 0.29 5.72
C 6.25 -2.16 4.84
C 4.10 -1.00 3.03
H 9.81 2.59 3.40
H 9.21 1.56 2.09
H 8.28 2.99 2.60
H 8.44 2.79 5.98
H 7.22 1.65 6.53
H 6.78 2.94 5.40
H 9.35 -0.96 4.01
H 8.78 -0.75 5.68
H 10.13 0.22 5.08
H 5.33 0.40 6.56
H 3.79 -0.30 6.07
H 4.27 1.28 5.45
H 6.83 -2.63 4.04
H 5.46 -2.87 5.15
H 6.90 -2.00 5.70
H 4.51 -1.53 2.17
H 3.58 -0.11 2.68
H 3.37 -1.66 3.53
```

Properties
Electronic energy (eV): -184707.784
Net charge: -1
Largest force on an atom (eV/Å): 6.3

Mulliken population analysis, charges in e, atoms 1 to 5: atom 1 (C): -1.20, atom 2 (C): 0.28, atom 3 (Cl): -0.17, atom 4 (C): -0.40, atom 5 (Cl): 0.00


Entry 2:
This record from OMol25 describes a cluster of 3 separate species, C30H48INO14P2S in total at a distorted geometry. The level of theory is ωB97M-V/def2-TZVPD.

```
97
C30H48INO14P2S (ωB97M-V/def2-TZVPD)
C 3.42 1.92 6.62
C 2.67 1.57 5.33
C 1.92 2.77 4.73
I -0.06 2.94 5.50
C 1.87 2.62 3.22
C 1.39 1.46 2.63
C 1.37 1.30 1.26
C 1.84 2.33 0.46
C 2.29 3.50 1.04
C 2.31 3.66 2.42
C 2.79 4.59 0.14
O 2.60 5.75 0.34
C 3.52 4.06 -1.09
S 4.93 4.97 -1.67
C 5.08 4.89 -3.43
O 6.08 4.30 -1.09
O 4.88 6.35 -1.28
C 3.08 2.93 -1.64
N 3.72 2.34 -2.77
C 4.39 1.08 -2.37
C 5.89 1.14 -2.47
O 3.79 0.13 -1.97
C 2.84 2.23 -3.90
C 2.67 0.93 -4.62
O 2.28 3.23 -4.28
C 1.89 2.22 -1.02
O 1.08 1.63 -1.69
H 3.62 1.00 7.17
H 2.86 2.59 7.27
H 4.40 2.33 6.37
H 3.42 1.30 4.59
H 2.00 0.72 5.44
H 2.51 3.67 4.91
H 1.04 0.66 3.27
H 1.01 0.40 0.78
H 2.69 4.59 2.82
H 5.84 5.63 -3.67
H 5.47 3.92 -3.72
H 4.14 5.05 -3.95
H 6.18 1.15 -3.52
H 6.19 2.10 -2.05
H 6.31 0.31 -1.92
H 3.64 0.50 -4.90
H 2.03 1.03 -5.49
H 2.21 0.22 -3.93
C -3.83 -4.57 6.42
C -2.68 -3.72 5.90
O -3.11 -2.76 4.93
P -3.84 -1.42 5.42
O -2.90 -0.61 6.21
O -3.95 -0.64 4.00
C -3.53 0.72 3.87
C -2.16 0.79 3.22
O -5.36 -1.95 5.35
C -6.38 -1.27 6.12
C -6.70 0.10 5.55
H -4.53 -3.97 7.00
H -3.45 -5.37 7.06
H -4.38 -5.00 5.59
H -2.17 -3.21 6.72
H -1.95 -4.35 5.40
H -3.53 1.23 4.84
H -4.27 1.22 3.24
H -1.43 0.22 3.79
H -1.82 1.83 3.16
H -2.20 0.37 2.22
H -6.07 -1.19 7.16
H -7.26 -1.91 6.08
H -5.86 0.79 5.68
H -7.57 0.52 6.05
H -6.90 0.03 4.48
C -1.04 -4.99 -8.39
C -0.67 -3.52 -8.26
O -1.48 -2.84 -7.30
P -1.16 -3.03 -5.74
O 0.17 -2.47 -5.43
O -2.21 -1.95 -5.12
C -1.79 -0.98 -4.16
C -1.57 0.37 -4.82
O -2.15 -4.28 -5.46
C -1.91 -5.11 -4.30
C -2.24 -4.40 -3.01
H -0.80 -5.54 -7.48
H -0.50 -5.45 -9.22
H -2.11 -5.10 -8.56
H 0.39 -3.41 -8.01
H -0.83 -3.01 -9.21
H -0.89 -1.31 -3.64
H -2.58 -0.91 -3.42
H -0.85 0.29 -5.63
H -1.21 1.09 -4.09
H -2.50 0.74 -5.25
H -0.87 -5.46 -4.30
H -2.54 -5.99 -4.42
H -1.53 -3.59 -2.81
H -2.20 -5.10 -2.17
H -3.23 -3.96 -3.05
```

Properties
Electronic energy (eV): -99559.748
Largest force on an atom (eV/Å): 5.5
SMILES: CC[C@H](I)c1ccc2c(c1)C(=O)C(S(C)(=O)=O)=C(N(C(C)=O)C(C)=O)C2=O.CCOP(=O)(OCC)OCC.CCOP(=O)(OCC)OCC

Mulliken population analysis, charges in e, atoms 1 to 5: atom 1 (C): -1.32, atom 2 (C): -0.44, atom 3 (C): -1.04, atom 4 (I): 0.15, atom 5 (C): 1.04


Entry 3:
This record from OMol25 describes a structure of composition C30H48InP2Se at a distorted geometry. The level of theory is ωB97M-V/def2-TZVPD.

```
82
C30H48InP2Se (ωB97M-V/def2-TZVPD)
In 2.17 -3.41 -1.48
C 2.19 1.63 -0.09
C 1.75 1.57 -1.44
C -0.04 2.19 -0.13
C 1.09 1.99 0.72
C 0.37 1.92 -1.46
C 3.56 1.41 0.42
H 4.28 1.28 -0.39
H 3.62 0.52 1.07
H 3.89 2.27 1.03
C 1.13 2.13 2.19
H 2.14 2.40 2.53
H 0.86 1.19 2.70
H 0.43 2.91 2.54
C -1.39 2.60 0.29
H -1.34 3.34 1.11
H -1.97 1.74 0.67
H -1.95 3.04 -0.54
C -0.46 2.07 -2.67
H -0.38 3.08 -3.10
H -1.52 1.90 -2.44
H -0.15 1.36 -3.45
C 2.59 1.22 -2.60
H 3.25 2.05 -2.88
H 1.96 0.99 -3.47
H 3.22 0.35 -2.39
C 1.28 -5.66 -0.01
C 2.65 -5.28 -0.54
C 3.29 -6.15 -1.62
C 2.80 -5.89 -3.09
C 1.97 -4.62 -3.26
C 0.67 -4.53 -2.70
C -0.06 -5.79 -2.24
C 0.48 -6.52 -1.00
H 3.18 -7.22 -1.40
H 2.24 -6.76 -3.46
H 4.37 -5.97 -1.60
H 1.10 -7.36 -1.34
H 1.41 -6.23 0.93
H 3.34 -5.05 0.28
H -0.35 -6.99 -0.47
H -1.11 -5.51 -2.07
H -0.02 -3.74 -3.04
H -0.09 -6.53 -3.06
H 3.67 -5.78 -3.75
H 2.26 -4.02 -4.13
P 0.20 -4.17 0.79
P -2.52 -2.11 -0.30
C -1.56 -4.64 0.86
C -2.62 -3.90 -0.03
H -1.86 -4.53 1.91
H -1.60 -5.71 0.63
H -2.68 -4.37 -1.02
H -3.58 -4.05 0.48
C -4.13 -1.33 -0.41
H -4.04 -0.42 -1.02
H -4.52 -1.06 0.58
H -4.82 -2.03 -0.89
C -1.64 -1.60 -1.79
H -2.02 -2.19 -2.64
H -0.55 -1.72 -1.70
H -1.85 -0.53 -1.98
C 0.79 -4.19 2.50
H 1.84 -3.86 2.56
H 0.71 -5.21 2.90
H 0.17 -3.51 3.11
C 3.41 -1.90 -0.69
H 2.83 -1.00 -0.47
H 4.17 -1.67 -1.44
H 3.88 -2.29 0.22
Se -1.19 -1.37 1.35
C -2.53 -0.50 2.52
C -3.80 -1.05 2.80
C -4.77 -0.26 3.42
C -4.47 1.04 3.83
C -3.16 1.52 3.71
C -2.19 0.75 3.07
H -4.03 -2.07 2.49
H -5.77 -0.66 3.58
H -5.24 1.67 4.27
H -2.89 2.50 4.10
H -1.17 1.13 2.97
```

Properties
Relative energy (zero: lowest compared OMol25 entry of this formula, charge and spin) (eV): 0.000
Net charge: +1
Largest force on an atom (eV/Å): 3.7

Mulliken population analysis, charges in e, atoms 1 to 5: atom 1 (In): 0.71, atom 2 (C): 0.32, atom 3 (C): 0.83, atom 4 (C): 0.58, atom 5 (C): 0.47